No. 1
19
Properties=species:S:1:pos:R:3:nbo_charge:R:1 method="wB97M-V/def2-TZVPD" spin_multiplicity=3 total_charge=0 homo_energy_ev="-4.3 / -9.3" s_squared=2.0031 relative_energy_kcal_mol=39.1
C 0.1683 0.4986 -0.8005 0.80
C 0.2735 2.6188 -1.2111 -0.25
C 0.5897 1.7720 -2.5819 -0.09
C -0.5721 -2.9211 1.0019 -0.99
C -0.1189 -0.5344 2.4705 -0.96
N 0.0869 1.5964 -0.2621 -0.54
O -0.0035 -0.6713 -0.2371 -0.79
O 0.6397 0.4433 -2.1161 -0.51
P -1.0638 -1.1891 1.0231 1.13
H 1.1747 3.0335 -0.9485 0.20
H -0.6177 3.1441 -1.4041 0.20
H -0.2824 1.8078 -3.2547 0.17
H 1.5007 2.0037 -2.9883 0.18
H 0.2493 -3.3084 1.4520 0.24
H -0.4050 -3.1383 -0.0823 0.24
H -1.5160 -3.4303 1.3283 0.25
H 0.8201 -1.0885 2.5663 0.25
H -0.7292 -1.1026 3.3192 0.24
H -0.1942 0.4660 2.7255 0.25

***

No. 2
69
Properties=species:S:1:pos:R:3:nbo_charge:R:1 method="wB97M-V/def2-TZVPD" spin_multiplicity=1 total_charge=+2 homo_energy_ev="-14.4 / -14.4"
Au -1.9567 0.6393 0.7502 0.99
F -5.4557 -1.0903 -2.9564 -0.28
C -4.7129 -1.4126 -1.9078 0.46
C -3.9646 -0.4182 -1.2781 -0.34
C -3.1763 -0.7352 -0.1980 -0.17
C -3.0982 -2.0577 0.2759 -0.18
C -3.8703 -3.0249 -0.3908 0.45
F -3.8366 -4.3030 -0.0005 -0.30
C -4.6808 -2.7228 -1.4671 -0.33
C -2.3017 -2.3291 1.4664 0.18
C -2.0224 -3.5958 1.9931 -0.22
C -1.3707 -3.6989 3.2066 -0.12
C -0.9770 -2.5522 3.8850 -0.24
C -1.2176 -1.3349 3.2741 0.05
N -1.8380 -1.2524 2.1124 -0.50
H -4.0540 0.5930 -1.6443 0.25
H -5.2764 -3.4915 -1.9371 0.28
H -2.3186 -4.4875 1.4680 0.26
H -1.1778 -4.6732 3.6279 0.25
H -0.4926 -2.5985 4.8459 0.25
H -0.9255 -0.3995 3.7323 0.22
C 2.5273 -4.1234 -0.0933 -1.10
Si 1.5623 -2.9348 -1.2141 1.60
C 2.6132 -2.1803 -2.6047 -1.11
C -0.1223 -3.5965 -1.7995 -1.11
C 1.0297 -1.4281 -0.0711 -1.16
Te 0.0403 -0.0527 -1.3335 1.07
C 1.6493 1.3424 -1.4314 -1.14
Si 1.3574 2.4478 -3.0009 1.59
C 2.9424 3.4336 -3.3268 -1.10
C 0.9597 1.2545 -4.4315 -1.11
C -0.1719 3.4577 -2.4880 -1.10
H 2.8369 -4.9874 -0.6731 0.27
H 1.9344 -4.4882 0.7409 0.25
H 3.4278 -3.6700 0.3123 0.25
H 2.9225 -2.9463 -3.3093 0.27
H 3.5217 -1.7193 -2.2243 0.25
H 2.0612 -1.4235 -3.1623 0.23
H -0.0011 -4.4077 -2.5094 0.27
H -0.7111 -2.8191 -2.2878 0.23
H -0.7101 -3.9844 -0.9715 0.24
H 1.8957 -0.9629 0.3866 0.25
H 0.3529 -1.8034 0.6864 0.26
H 2.5785 0.7800 -1.4588 0.26
H 1.6350 1.9432 -0.5252 0.25
H 3.7913 2.7841 -3.5206 0.25
H 3.1993 4.0811 -2.4944 0.25
H 2.8081 4.0617 -4.2003 0.26
H 1.8116 0.6321 -4.6922 0.25
H 0.6849 1.8019 -5.3274 0.27
H 0.1231 0.5987 -4.1828 0.22
H 0.0481 4.1242 -1.6586 0.25
H -0.9881 2.8026 -2.1805 0.22
H -0.5380 4.0742 -3.3011 0.27
N 2.3969 4.2188 5.1612 -0.79
C 1.6206 4.7814 4.2222 0.63
O 1.4906 5.9710 4.0617 -0.55
C 0.8689 3.8215 3.3236 -0.03
C -0.2870 4.2952 2.7087 -0.18
C -1.0524 3.4285 1.9511 0.05
N -0.6976 2.1613 1.7385 -0.55
C 0.4524 1.7291 2.2567 0.03
C 1.2599 2.5112 3.0604 -0.23
H 2.8442 4.8226 5.8335 0.43
H 2.4065 3.2315 5.3429 0.40
H -0.5734 5.3274 2.8452 0.28
H -1.9791 3.7532 1.5030 0.23
H 0.7328 0.7086 2.0240 0.21
H 2.1693 2.0928 3.4582 0.24

***

No. 3
17
Properties=species:S:1:pos:R:3:nbo_charge:R:1 method="wB97M-V/def2-TZVPD" spin_multiplicity=1 total_charge=0 smiles="C=C(O)/C=C/CC" homo_energy_ev=-8.3 relative_energy_kcal_mol=49.0
C -2.9781 -0.1496 0.0201 -0.61
C -1.5916 -0.1797 -0.6231 -0.45
C 3.0724 -0.3381 -0.2858 -0.57
C 2.0496 0.2299 0.3696 0.31
O 2.1859 0.9226 1.5786 -0.69
C 0.7493 0.5181 -0.2744 -0.28
C -0.4473 0.2972 0.2603 -0.08
H -3.7069 -0.3542 -0.7602 0.22
H -3.1122 0.7744 0.5771 0.21
H -3.1039 -0.9316 0.7765 0.20
H -1.3693 -1.1557 -1.0599 0.22
H -1.5436 0.4548 -1.5185 0.21
H 4.1264 -0.0959 -0.2407 0.22
H 2.8172 -1.2050 -0.9003 0.21
H 2.7130 0.3320 2.1266 0.48
H 0.8945 0.5111 -1.3462 0.20
H -0.7554 0.3697 1.3004 0.20

***

No. 4
2
Properties=species:S:1:pos:R:3:nbo_charge:R:1 method="wB97M-V/def2-TZVPD" spin_multiplicity=6 total_charge=+2 homo_energy_ev="-25.8 / -24.1" s_squared=8.7725 relative_energy_kcal_mol=16.0
Fe -1.1520 -0.3085 -0.0793 1.74
Cl 1.1520 0.3085 0.0793 0.26